21
Properties=species:S:1:pos:R:3:forces:R:3 method="wB97M-V/def2-TZVPD" homo_ev=-8.81 relative_energy_kj_mol=76.9 smiles=FC(F)(n1cccc1)n1cccc1 energy_ev=-17876.280 charge=0 lumo_ev=0.982
F -0.027 1.351 -2.038 1.110 0.385 -0.539
C 0.125 1.171 -0.709 -3.134 -0.290 -0.132
F 0.115 2.417 -0.156 -0.005 -0.398 -0.144
N -1.102 0.422 -0.397 0.053 -0.635 0.967
C -2.327 0.331 -1.131 1.297 1.400 1.546
C -3.214 -0.355 -0.390 2.151 -0.689 0.293
C -2.526 -0.877 0.757 -0.336 1.261 -1.620
C -1.278 -0.377 0.756 -0.348 0.446 -0.890
N 1.263 0.502 -0.286 0.698 -1.694 -0.660
C 2.280 1.044 0.475 -0.711 -0.188 1.461
C 3.038 0.016 0.935 0.733 -0.520 -1.017
C 2.642 -1.171 0.280 -2.231 -0.325 -0.837
C 1.505 -0.898 -0.443 1.532 2.344 1.594
H -2.673 0.982 -1.902 0.818 0.254 -0.721
H -4.089 -0.527 -0.901 -2.422 -0.728 -0.053
H -2.830 -1.536 1.483 -0.998 -1.323 1.421
H -0.602 -0.694 1.520 1.055 0.574 -0.174
H 2.177 2.011 0.946 0.139 0.124 -0.621
H 3.855 0.034 1.594 0.823 0.505 0.749
H 2.838 -2.222 0.358 0.990 -0.039 0.483
H 0.828 -1.625 -0.752 -1.214 -0.462 -1.106